#1
The following is a quantum chemistry calculation of a single C18H25N3O2 molecule, from the Open Molecules 2025 dataset.

Output
total charge: 0
highest occupied orbital energy: -8.49 eV
spin multiplicity: 1
E_LUMO: 0.8 eV

```
48
C18H25N3O2 (the ωB97M-V functional and the def2-TZVPD basis)
C 0.7752 3.6927 -0.9352
C 0.6748 4.6647 0.2295
O 0.9093 3.9587 1.4284
C 0.8663 4.7624 2.5878
C 1.0992 3.8908 3.8210
C -0.0790 2.9583 4.1062
N -0.2543 2.0063 3.0379
C -0.2979 0.6713 3.2382
O -0.3074 0.1635 4.3462
C -0.3421 -0.1333 1.9801
C 0.1573 -1.4433 2.0413
C 0.1827 -2.2711 0.9411
C -0.3156 -1.7588 -0.2482
C -0.8429 -0.4459 -0.3210
C -0.8613 0.3729 0.7995
N -1.2753 -0.2005 -1.6009
C -1.0272 -1.2905 -2.2570
N -0.4466 -2.2750 -1.5131
C -0.0805 -3.5930 -1.9643
C 0.7888 -3.5568 -3.2420
C -0.0787 -4.1543 -4.3504
C -0.9394 -5.1736 -3.6101
C -1.3204 -4.4394 -2.3268
H 1.7548 3.2226 -0.9376
H 0.0217 2.9141 -0.8522
H 0.6319 4.2243 -1.8715
H 1.4191 5.4696 0.1232
H -0.3231 5.1308 0.2602
H 1.6433 5.5410 2.5249
H -0.1107 5.2675 2.6578
H 1.2586 4.5416 4.6812
H 1.9992 3.2962 3.6598
H 0.0884 2.3902 5.0256
H -0.9957 3.5509 4.2258
H -0.0695 2.3698 2.1132
H 0.5252 -1.7905 2.9948
H 0.5727 -3.2758 1.0115
H -1.2997 1.3560 0.7353
H -1.2506 -1.4183 -3.2988
H 0.4740 -4.0574 -1.1450
H 1.6771 -4.1717 -3.0956
H 1.1163 -2.5428 -3.4683
H -0.7144 -3.3867 -4.7945
H 0.5175 -4.6032 -5.1428
H -0.3460 -6.0584 -3.3747
H -1.8115 -5.4851 -4.1821
H -2.1643 -3.7735 -2.5158
H -1.5996 -5.1175 -1.5221
```

Mulliken population analysis, charges in e, atoms 1 to 4:
1. C -1.04
2. C -0.36
3. O -0.39
4. C -0.55

***

#2
The following is a quantum chemistry calculation of a single C18H25N3O2 molecule, from the Open Molecules 2025 dataset.

Output
total charge: 0
highest occupied orbital energy: -8.56 eV
spin multiplicity: 1
E_LUMO: 0.6 eV

```
48
C18H25N3O2 (the ωB97M-V functional and the def2-TZVPD basis)
C -4.7216 -2.5433 1.8749
N -4.0842 -1.5939 0.8862
N -4.6366 -1.4357 -0.3840
C -3.8996 -0.4985 -0.9538
C -2.8169 -0.1145 -0.0840
C -2.9868 -0.7714 1.0968
C -2.2115 -0.5320 2.3527
C -1.8794 0.9801 2.5133
C -0.5995 1.3479 1.7179
N -0.6207 1.0613 0.2797
C 0.6337 1.3342 -0.5443
C 2.0416 1.3319 0.2092
C 3.1094 1.8345 -0.7777
C 3.2199 0.9131 -1.9913
C 1.8816 0.8884 -2.7038
C 0.7673 0.3691 -1.7679
C 1.2087 -1.0476 -1.3002
C 2.5370 -1.0597 -0.5792
O 2.8173 -2.4437 -0.2218
C 3.5567 -0.5226 -1.5581
C 2.4620 -0.1170 0.6402
C -1.8090 0.8690 -0.4017
O -2.0236 1.5213 -1.4080
H -4.8681 -3.5392 1.4004
H -5.6915 -2.1743 2.2133
H -4.1280 -2.6771 2.7828
H -4.0400 -0.1781 -2.0066
H -1.2873 -1.1248 2.3042
H -2.7838 -0.8430 3.2011
H -2.7289 1.5592 2.2287
H -1.6830 1.1682 3.5772
H 0.2574 0.9138 2.2435
H -0.4922 2.4427 1.7579
H 0.4706 2.3872 -0.8676
H 2.0023 1.9718 1.0676
H 2.8447 2.8821 -1.0601
H 4.0464 1.9259 -0.2314
H 3.9479 1.2211 -2.7059
H 1.6126 1.8663 -3.0445
H 1.9292 0.2093 -3.5704
H -0.1456 0.3403 -2.3267
H 1.2848 -1.7280 -2.1421
H 0.4212 -1.4704 -0.6749
H 3.7515 -2.5277 0.0560
H 3.5758 -1.1926 -2.4381
H 4.5549 -0.6203 -1.1722
H 3.4386 -0.0744 1.1133
H 1.7645 -0.5092 1.3997
```

Mulliken population analysis, charges in e, atoms 1 to 4:
1. C -0.91
2. N 0.68
3. N -1.09
4. C -0.87

***

Relative calculated energies, zero for the most stable structure, unit eV: #1 0.000; #2 1.031.

***

#1
The following is a quantum chemistry calculation of 2 unconnected molecules or ions with the total composition C3H3NOS, from the Open Molecules 2025 dataset.

Output
total charge: 0
highest occupied orbital energy: -9.80 eV
spin multiplicity: 1
E_LUMO: 0.1 eV

```
9
C3H3NOS (the ωB97M-V functional and the def2-TZVPD basis)
N -1.8726 -2.0300 -0.4787
C -1.5337 -1.0669 0.0420
C -1.0978 0.0956 0.7019
C -1.1269 1.2526 0.1031
O -1.1711 2.2642 -0.4538
H -0.7001 -0.0275 1.6971
S 2.4871 -0.5504 -0.0589
H 3.2476 0.4888 -0.3806
H 1.7676 -0.4264 -1.1720
```

Mulliken population analysis, charges in e, atoms 1 to 4:
1. N -0.37
2. C 0.28
3. C -0.69
4. C 0.75

***

#2
The following is a quantum chemistry calculation of a single C3H3NOS molecule, from the Open Molecules 2025 dataset.

Output
total charge: 0
highest occupied orbital energy: -8.77 eV
spin multiplicity: 1
E_LUMO: 0.0 eV

```
9
C3H3NOS (the ωB97M-V functional and the def2-TZVPD basis)
S 1.1999 2.0674 0.0277
C 0.4433 0.6657 -0.0307
C -0.0406 -0.5665 0.5504
C -0.7633 -1.1329 -0.4047
N -0.7034 -0.5734 -1.5030
O 0.0106 0.5121 -1.2972
H 0.8088 2.3549 1.5447
H 0.3481 -1.1827 1.5609
H -1.3033 -2.1446 -0.4482
```

Mulliken population analysis, charges in e, atoms 1 to 4:
1. S -0.38
2. C 0.46
3. C -0.24
4. C -0.05

***

#3
The following is a quantum chemistry calculation of a single C3H3NOS molecule, from the Open Molecules 2025 dataset.

Output
total charge: 0
highest occupied orbital energy: -9.89 eV
spin multiplicity: 1
E_LUMO: -0.8 eV

```
9
C3H3NOS (the ωB97M-V functional and the def2-TZVPD basis)
N -2.0274 -1.6399 -0.2177
C -1.3362 -0.6294 -0.3772
C -0.6935 0.7591 -0.2278
O -1.0316 1.7352 -0.8036
C 0.7547 0.5479 0.5963
S 1.8880 -0.4516 -0.6079
H 0.5216 -0.2138 1.4774
H 1.1163 1.5151 0.9011
H 0.8082 -1.6225 -0.7407
```

Mulliken population analysis, charges in e, atoms 1 to 4:
1. N -0.38
2. C 0.10
3. C 0.68
4. O -0.41

***

Relative calculated energies, zero for the most stable structure, unit eV: #1 0.000; #2 2.658; #3 1.228.

***

#1
The following is a quantum chemistry calculation of 2 unconnected molecules or ions with the total composition C5H12NO2, from the Open Molecules 2025 dataset.

Output
total charge: +1
highest occupied orbital energy: -13.29 eV
spin multiplicity: 1
E_LUMO: -3.7 eV

```
20
C5H12NO2 (the ωB97M-V functional and the def2-TZVPD basis)
O -2.4331 -0.9479 -0.5908
C -1.9038 -0.3887 0.3291
C -0.4789 -0.8826 0.7023
C 0.6517 -0.2216 -0.0799
C 1.3843 0.9287 0.6057
C 2.4964 1.3771 0.0652
N -0.4678 -2.3821 0.2726
H -2.4013 0.3745 0.9301
H -0.4478 -0.9992 1.7698
H 0.0989 0.0902 -0.9756
H 1.4669 -0.8381 -0.4893
H 0.8430 1.3887 1.4282
H 2.9916 0.9438 -0.7922
H 3.0794 2.1824 0.5064
H -0.8841 -3.0302 0.9203
H 0.4882 -2.5356 -0.0418
H -0.9921 -2.4359 -0.6200
H -1.5701 2.8265 -0.7496
H -1.0616 2.2690 -2.0667
O -0.8599 2.2812 -1.1236
```

Mulliken population analysis, charges in e, atoms 1 to 4:
1. O -0.47
2. C 0.01
3. C -0.11
4. C -0.80

***

#2
The following is a quantum chemistry calculation of a gas-phase ion, C5H12NO2 (charge +1), from the Open Molecules 2025 dataset.

Output
total charge: +1
highest occupied orbital energy: -15.14 eV
spin multiplicity: 1
E_LUMO: -3.7 eV

```
20
C5H12NO2 (the ωB97M-V functional and the def2-TZVPD basis)
C 0.5119 2.3275 -0.8029
C 1.3149 1.0993 -0.2414
C 0.7045 -0.2690 -0.4802
C -0.2816 -0.7607 0.5563
N -1.5950 0.0122 0.5857
C -0.6648 -2.2191 0.3581
O -1.3426 -2.5192 -0.6153
O 0.0373 -2.9008 1.2201
H -0.4256 2.3231 -0.3745
H 0.3363 2.3856 -1.8314
H 1.1088 3.2595 -0.5810
H 1.5989 1.3931 0.8642
H 2.3482 1.1549 -0.7759
H 0.0450 -0.2153 -1.4692
H 1.5695 -0.9981 -0.5443
H 0.3532 -0.6470 1.4778
H -2.3302 -0.6844 0.9763
H -2.0339 0.3150 -0.3140
H -1.3860 0.8480 1.0438
H 0.1311 -3.9048 0.9477
```

Mulliken population analysis, charges in e, atoms 1 to 4:
1. C -1.26
2. C -0.48
3. C -0.51
4. C 0.18

***

Relative calculated energies, zero for the most stable structure, unit eV: #1 0.559; #2 0.000.

***

#1
The following is a quantum chemistry calculation of 2 unconnected molecules or ions with the total composition C11H12NO2, from the Open Molecules 2025 dataset.

Output
total charge: -1
highest occupied orbital energy: -4.02 eV
spin multiplicity: 1
E_LUMO: 3.1 eV

```
26
C11H12NO2 (the ωB97M-V functional and the def2-TZVPD basis)
C 2.1445 -0.0416 1.1386
C 0.0610 -1.0213 -0.0971
C 1.2470 -1.0716 0.6473
C -0.3250 -2.3367 -0.3669
C 1.4786 -2.4786 0.9457
C -0.7640 -0.0027 -0.6801
C -1.8949 -0.3439 -1.4031
C -2.3525 -1.7389 -1.5928
C -1.4099 -2.6838 -1.1601
N 0.5881 -3.2453 0.2131
H -0.4232 1.0156 -0.3751
H -2.4515 0.4891 -1.8862
H -3.3293 -1.9390 -2.1336
H 2.4114 0.6876 0.2991
H 3.1680 -0.3803 1.5256
H 2.2015 -2.8256 1.6752
H 0.5937 -4.2281 0.2128
H -1.5545 -3.7177 -1.2704
H 1.7170 0.7123 1.8568
C -0.7863 3.8775 0.3022
C 0.6632 3.2345 0.4228
O 1.3233 2.9641 -0.5744
O 0.9659 2.9048 1.5968
H -0.8879 4.3606 -0.7141
H -0.8899 4.7224 0.9874
H -1.4940 3.0865 0.4303
```

Mulliken population analysis, charges in e, atoms 1 to 4:
1. C -1.09
2. C 0.91
3. C 0.64
4. C -0.40

***

#2
The following is a quantum chemistry calculation of 2 unconnected molecules or ions with the total composition C11H12NO2, from the Open Molecules 2025 dataset.

Output
total charge: -1
highest occupied orbital energy: -4.63 eV
spin multiplicity: 1
E_LUMO: 3.3 eV

```
26
C11H12NO2 (the ωB97M-V functional and the def2-TZVPD basis)
C -2.6582 3.2317 -0.3924
C -2.0706 2.7944 0.9619
O -0.8178 2.6024 1.0170
O -2.8695 2.7225 1.9114
H -3.3877 2.5166 -0.7595
H -1.8447 3.2401 -1.1134
H -3.0482 4.2449 -0.3439
C -0.9907 -3.4294 -0.3339
C -1.0605 -0.9155 0.3195
C 0.9939 -0.3021 -0.1708
C -0.4449 -2.0500 -0.1189
C 0.9104 -1.6926 -0.4252
C 2.1835 0.4114 -0.3490
C 3.2724 -0.3253 -0.7636
C 2.0181 -2.3986 -0.9147
C 3.1983 -1.7000 -1.0573
N -0.1815 0.1348 0.3374
H -0.4484 1.1382 0.5658
H -2.0423 -0.8567 0.7642
H 2.2778 1.4818 -0.2097
H -0.6371 -4.1777 0.3811
H -0.7021 -3.7401 -1.3357
H 4.2460 0.1254 -0.8920
H 1.9271 -3.4733 -1.0397
H 4.1003 -2.1720 -1.4193
H -2.0768 -3.4573 -0.2983
```

Mulliken population analysis, charges in e, atoms 1 to 4:
1. C -0.87
2. C 0.58
3. O -0.83
4. O -0.70

***

Relative calculated energies, zero for the most stable structure, unit eV: #1 1.820; #2 0.000.

***

#1
The following is a quantum chemistry calculation of 2 unconnected molecules or ions with the total composition C3HNO2, from the Open Molecules 2025 dataset.

Output
total charge: 0
highest occupied orbital energy: -7.83 eV
spin multiplicity: 1
E_LUMO: -0.6 eV

```
7
C3HNO2 (the ωB97M-V functional and the def2-TZVPD basis)
O -1.8186 -0.6357 -0.8791
C -0.6680 -0.6157 -0.6890
C 0.4497 -1.3879 -0.7867
O 1.5685 -1.5356 -1.0707
C 0.2072 1.3811 1.1820
N 0.3016 0.2706 0.9822
H -0.0404 2.5233 1.2612
```

Mulliken population analysis, charges in e, atoms 1 to 4:
1. O -0.37
2. C 0.34
3. C 0.34
4. O -0.33

***

#2
The following is a quantum chemistry calculation of 2 unconnected molecules or ions with the total composition C3HNO2, from the Open Molecules 2025 dataset.

Output
total charge: 0
highest occupied orbital energy (alpha / beta): -8.71 / -8.65 eV
spin multiplicity: 1
E_LUMO (alpha / beta): -1.3 / -1.3 eV

```
7
C3HNO2 (the ωB97M-V functional and the def2-TZVPD basis)
O -0.8838 2.1967 -0.7292
C -0.9658 1.1178 -1.1449
C -0.8781 -0.1668 -1.2456
O -0.6610 -1.2132 -1.8173
C 1.0963 -0.6447 1.6504
N 1.0094 0.0955 0.7868
H 1.2829 -1.3853 2.4997
```

Mulliken population analysis, charges in e, atoms 1 to 4:
1. O -0.33
2. C 0.48
3. C 0.24
4. O -0.39

***

Relative calculated energies, zero for the most stable structure, unit eV: #1 0.445; #2 0.000.

***

#1
The following is a quantum chemistry calculation of a single C3H7OPS2 molecule, from the Open Molecules 2025 dataset.

Output
total charge: 0
highest occupied orbital energy (alpha / beta): -9.50 / -8.40 eV
spin multiplicity: 1
E_LUMO (alpha / beta): -1.6 / -2.2 eV

```
14
C3H7OPS2 (the ωB97M-V functional and the def2-TZVPD basis)
C 1.2075 0.1714 -0.3609
C 1.5012 0.5930 -1.7758
C -2.1510 -0.6201 1.0179
O -1.9599 -2.8449 -0.5528
P -1.3579 -1.5331 -0.4691
S 0.7831 -1.5942 -0.1703
S 0.0119 1.4045 -2.4198
H 2.0867 0.1621 0.2773
H 0.3720 0.6311 0.1957
H 2.2827 1.2489 -1.8829
H 1.6717 -0.2726 -2.3818
H -2.7668 -1.5280 1.4708
H -1.5636 -0.2582 1.8752
H -2.8620 0.0921 0.5980
```

Mulliken population analysis, charges in e, atoms 1 to 4:
1. C -0.70
2. C -0.51
3. C -0.91
4. O -0.53

***

#2
The following is a quantum chemistry calculation of a single C3H7OPS2 molecule, from the Open Molecules 2025 dataset.

Output
total charge: 0
highest occupied orbital energy: -8.82 eV
spin multiplicity: 1
E_LUMO: -0.4 eV

```
14
C3H7OPS2 (the ωB97M-V functional and the def2-TZVPD basis)
C -2.5909 -0.0606 0.5131
P -1.1752 0.3212 -0.6174
O -0.5628 -0.8962 -1.1078
S 0.2580 1.2757 0.5365
C 1.5841 -0.0556 0.5452
C 2.6712 0.0914 -0.4495
S 4.2731 -0.0550 -0.1073
H -1.9868 -0.2098 1.4216
H -3.4654 0.4423 0.5751
H -2.7032 -1.0817 0.1838
H -1.6355 1.2035 -1.6243
H 1.0561 -1.0420 0.1831
H 1.9584 -0.1540 1.5214
H 2.3190 0.2205 -1.5736
```

Mulliken population analysis, charges in e, atoms 1 to 4:
1. C -0.95
2. P 0.59
3. O -0.65
4. S -0.20

***

Relative calculated energies, zero for the most stable structure, unit eV: #1 1.313; #2 0.000.